{"formula": "C3H4N2O", "method": "ωB97M-V/def2-TZVPD", "species": ["C", "C", "N", "C", "O", "N", "H", "H", "H", "H"], "xyz": [[-1.71, 0.01, -0.10], [-0.19, -0.09, -0.19], [0.82, 0.49, 1.03], [1.95, 0.21, 0.56], [1.85, -0.50, -0.85], [0.54, -0.58, -1.10], [-2.28, -0.46, -0.92], [-2.03, -0.46, 0.83], [-1.99, 1.07, -0.06], [3.03, 0.30, 0.80]], "lowdin_charge": [-0.04, -0.24, 0.12, -0.11, -0.11, 0.01, 0.09, 0.08, 0.08, 0.13], "gap_ev": 11.4, "e_tot_ha": -301.3757, "spin_multiplicity": 1, "homo_energy_ev": -10.33, "total_charge": 0}